# C35H49N2O5S3SeSi2Ti

A structure of composition C35H49N2O5S3SeSi2Ti in a non-equilibrium geometry (wB97M-V/def2-TZVPD, the Open Molecules 2025 dataset).

Structure (XYZ):
```
98
Properties=species:S:1:pos:R:3
Ti 0.33 0.03 0.07
O 0.77 -2.09 0.49
S 1.23 -3.44 -0.07
C -0.22 -4.56 0.15
C -1.41 -3.88 0.82
C -2.48 -3.46 -0.18
C -3.44 -2.42 0.40
S -2.82 -0.71 0.17
O -1.46 -0.90 -0.54
C -3.95 -0.20 -1.10
C -3.84 -0.71 -2.39
C -4.76 -0.29 -3.34
C -5.76 0.61 -3.01
C -5.85 1.11 -1.71
C -4.93 0.71 -0.75
C 2.29 -4.11 1.17
C 3.52 -4.61 0.77
C 4.38 -5.14 1.73
C 4.00 -5.14 3.06
C 2.77 -4.63 3.45
C 1.90 -4.12 2.51
H 0.17 -5.40 0.71
H -0.46 -4.90 -0.86
H -1.06 -3.00 1.37
H -1.84 -4.56 1.56
H -3.06 -4.33 -0.49
H -2.01 -3.05 -1.07
H -3.57 -2.55 1.47
H -4.41 -2.45 -0.08
H -3.04 -1.39 -2.65
H -4.69 -0.67 -4.36
H -6.46 0.94 -3.76
H -6.62 1.82 -1.46
H -4.98 1.11 0.25
H 3.80 -4.58 -0.28
H 5.34 -5.53 1.43
H 4.67 -5.55 3.80
H 2.48 -4.65 4.50
H 0.93 -3.72 2.80
C 3.73 1.14 0.89
Si 2.86 0.14 -0.45
C 3.88 -1.42 -0.66
C 3.07 1.10 -2.05
C 4.30 1.66 -2.39
C 4.46 2.38 -3.57
C 3.37 2.54 -4.43
C 2.14 1.98 -4.10
C 1.98 1.25 -2.91
Si 0.39 0.36 -2.48
C -0.98 1.13 -3.48
C 0.58 -1.42 -3.08
H 4.75 0.76 1.04
H 3.23 1.12 1.86
H 3.80 2.18 0.58
H 4.85 -1.13 -1.07
H 3.43 -2.13 -1.36
H 4.05 -1.94 0.29
H 5.16 1.56 -1.73
H 5.42 2.81 -3.82
H 3.48 3.10 -5.35
H 1.31 2.11 -4.78
H -0.94 0.70 -4.49
H -0.86 2.21 -3.56
H -1.98 0.94 -3.08
H 0.81 -1.41 -4.15
H -0.34 -2.00 -2.93
H 1.40 -1.93 -2.57
C -0.52 0.05 4.60
S -0.12 -1.06 3.28
C 1.65 -0.89 3.31
O -0.63 -0.34 2.04
H -0.09 1.02 4.36
H -0.12 -0.36 5.53
H -1.61 0.10 4.65
H 2.01 -1.32 4.25
H 1.89 0.17 3.24
H 2.05 -1.46 2.47
Se -2.19 2.77 -0.72
C -2.94 3.94 0.60
C -3.67 5.06 0.22
C -4.19 5.87 1.22
N -4.03 5.65 2.52
C -3.33 4.57 2.87
C -2.77 3.69 1.95
H -3.83 5.29 -0.82
H -4.76 6.75 0.95
H -3.21 4.40 3.93
H -2.21 2.83 2.29
N 1.19 4.16 -0.36
C 1.22 4.01 1.09
C 0.85 2.63 1.56
O 0.76 2.36 2.73
O 0.70 1.74 0.58
H 1.46 5.10 -0.63
H -0.89 3.50 -0.75
H 1.84 3.51 -0.81
H 0.50 4.70 1.54
H 2.20 4.22 1.54
```

E   -6873.101353 a.u.
Kohn-Sham gap   7.64 eV
Net charge   +1
Energy relative to the best compared isomer or geometry (same formula, charge and spin)   10.0 kcal per mole
HOMO   -9.94 eV



# C35H50AsBeNPSSi3

A structure of composition C35H50AsBeNPSSi3 (wB97M-V/def2-TZVPD, the Open Molecules 2025 dataset).

Structure (XYZ):
```
93
Properties=species:S:1:pos:R:3
Be -0.38 1.84 0.06
C 2.87 1.23 2.05
C 3.71 0.60 0.97
C 4.93 0.02 1.28
C 5.70 -0.63 0.32
C 5.23 -0.71 -0.99
C 4.02 -0.11 -1.33
C 3.27 0.55 -0.37
P 1.69 1.37 -0.81
C 1.38 0.85 -2.54
C 0.46 -0.20 -2.64
C 0.08 -0.72 -3.87
C 0.60 -0.17 -5.03
C 1.51 0.88 -4.94
C 1.93 1.41 -3.72
C 2.95 2.52 -3.73
C 2.12 3.14 -0.76
C 3.39 3.67 -0.55
C 3.56 5.03 -0.33
C 2.44 5.86 -0.30
C 1.17 5.34 -0.52
C 0.98 3.97 -0.77
C -0.34 3.32 -0.98
H 3.27 0.98 3.04
H 1.84 0.89 2.00
H 2.86 2.33 1.97
H 5.28 0.06 2.30
H 6.64 -1.09 0.59
H 5.80 -1.24 -1.74
H 3.66 -0.18 -2.35
H 0.04 -0.63 -1.73
H -0.62 -1.55 -3.91
H 0.30 -0.54 -6.00
H 1.93 1.30 -5.85
H 3.35 2.64 -4.73
H 3.77 2.32 -3.04
H 2.50 3.47 -3.42
H 4.26 3.02 -0.54
H 4.55 5.44 -0.16
H 2.56 6.92 -0.11
H 0.30 5.99 -0.49
H -0.34 2.83 -1.97
H -1.17 4.03 -0.97
C -2.80 -0.48 4.38
Si -3.76 0.97 3.74
C -3.34 2.54 4.64
C -5.58 0.65 4.03
C -3.49 1.09 1.89
C -4.52 0.92 0.99
C -4.30 0.94 -0.39
C -3.01 1.07 -0.84
N -1.99 1.19 0.00
C -2.20 1.29 1.33
S -0.72 1.73 2.14
H -2.89 -0.57 5.47
H -1.73 -0.39 4.12
H -3.17 -1.40 3.92
H -3.57 2.44 5.71
H -3.93 3.38 4.24
H -2.28 2.79 4.53
H -5.76 0.55 5.11
H -5.91 -0.29 3.55
H -6.21 1.47 3.66
H -5.54 0.77 1.36
H -5.11 0.82 -1.10
H -2.76 1.04 -1.90
C -3.42 -4.07 0.79
Si -2.37 -3.12 -0.46
C -1.87 -4.42 -1.75
C -3.65 -2.09 -1.39
As -0.76 -1.85 0.60
Si 0.94 -3.39 0.43
C 0.58 -5.05 1.26
C 2.44 -2.71 1.35
C 1.61 -3.81 -1.28
H -4.23 -4.65 0.30
H -3.87 -3.37 1.50
H -2.80 -4.77 1.36
H -2.76 -4.97 -2.07
H -1.15 -5.13 -1.35
H -1.42 -3.95 -2.63
H -4.37 -2.74 -1.90
H -3.19 -1.43 -2.14
H -4.21 -1.45 -0.68
H 0.27 -4.90 2.29
H 1.47 -5.71 1.25
H -0.23 -5.58 0.75
H 2.13 -2.23 2.29
H 2.95 -1.96 0.75
H 3.15 -3.51 1.59
H 0.85 -4.28 -1.91
H 2.46 -4.52 -1.19
H 1.97 -2.91 -1.79
```

E   -5277.245493 a.u.
Kohn-Sham gap   5.57 eV
Net charge   -1
HOMO   -3.03 eV



The highest HOMO belongs to which entry?
C35H50AsBeNPSSi3



Please write out number 1 again, unchanged.
# C35H49N2O5S3SeSi2Ti

A structure of composition C35H49N2O5S3SeSi2Ti in a non-equilibrium geometry (wB97M-V/def2-TZVPD, the Open Molecules 2025 dataset).

Structure (XYZ):
```
98
Properties=species:S:1:pos:R:3
Ti 0.33 0.03 0.07
O 0.77 -2.09 0.49
S 1.23 -3.44 -0.07
C -0.22 -4.56 0.15
C -1.41 -3.88 0.82
C -2.48 -3.46 -0.18
C -3.44 -2.42 0.40
S -2.82 -0.71 0.17
O -1.46 -0.90 -0.54
C -3.95 -0.20 -1.10
C -3.84 -0.71 -2.39
C -4.76 -0.29 -3.34
C -5.76 0.61 -3.01
C -5.85 1.11 -1.71
C -4.93 0.71 -0.75
C 2.29 -4.11 1.17
C 3.52 -4.61 0.77
C 4.38 -5.14 1.73
C 4.00 -5.14 3.06
C 2.77 -4.63 3.45
C 1.90 -4.12 2.51
H 0.17 -5.40 0.71
H -0.46 -4.90 -0.86
H -1.06 -3.00 1.37
H -1.84 -4.56 1.56
H -3.06 -4.33 -0.49
H -2.01 -3.05 -1.07
H -3.57 -2.55 1.47
H -4.41 -2.45 -0.08
H -3.04 -1.39 -2.65
H -4.69 -0.67 -4.36
H -6.46 0.94 -3.76
H -6.62 1.82 -1.46
H -4.98 1.11 0.25
H 3.80 -4.58 -0.28
H 5.34 -5.53 1.43
H 4.67 -5.55 3.80
H 2.48 -4.65 4.50
H 0.93 -3.72 2.80
C 3.73 1.14 0.89
Si 2.86 0.14 -0.45
C 3.88 -1.42 -0.66
C 3.07 1.10 -2.05
C 4.30 1.66 -2.39
C 4.46 2.38 -3.57
C 3.37 2.54 -4.43
C 2.14 1.98 -4.10
C 1.98 1.25 -2.91
Si 0.39 0.36 -2.48
C -0.98 1.13 -3.48
C 0.58 -1.42 -3.08
H 4.75 0.76 1.04
H 3.23 1.12 1.86
H 3.80 2.18 0.58
H 4.85 -1.13 -1.07
H 3.43 -2.13 -1.36
H 4.05 -1.94 0.29
H 5.16 1.56 -1.73
H 5.42 2.81 -3.82
H 3.48 3.10 -5.35
H 1.31 2.11 -4.78
H -0.94 0.70 -4.49
H -0.86 2.21 -3.56
H -1.98 0.94 -3.08
H 0.81 -1.41 -4.15
H -0.34 -2.00 -2.93
H 1.40 -1.93 -2.57
C -0.52 0.05 4.60
S -0.12 -1.06 3.28
C 1.65 -0.89 3.31
O -0.63 -0.34 2.04
H -0.09 1.02 4.36
H -0.12 -0.36 5.53
H -1.61 0.10 4.65
H 2.01 -1.32 4.25
H 1.89 0.17 3.24
H 2.05 -1.46 2.47
Se -2.19 2.77 -0.72
C -2.94 3.94 0.60
C -3.67 5.06 0.22
C -4.19 5.87 1.22
N -4.03 5.65 2.52
C -3.33 4.57 2.87
C -2.77 3.69 1.95
H -3.83 5.29 -0.82
H -4.76 6.75 0.95
H -3.21 4.40 3.93
H -2.21 2.83 2.29
N 1.19 4.16 -0.36
C 1.22 4.01 1.09
C 0.85 2.63 1.56
O 0.76 2.36 2.73
O 0.70 1.74 0.58
H 1.46 5.10 -0.63
H -0.89 3.50 -0.75
H 1.84 3.51 -0.81
H 0.50 4.70 1.54
H 2.20 4.22 1.54
```

E   -6873.101353 a.u.
Kohn-Sham gap   7.64 eV
Net charge   +1
Energy relative to the best compared isomer or geometry (same formula, charge and spin)   10.0 kcal per mole
HOMO   -9.94 eV